Record 1
# C4H8O2

One molecule with the formula C4H8O2 (wB97M-V/def2-TZVPD, the OMol25 dataset).

- Frontier orbital gap: 0.3652 Eh
- ΔE to the lowest compared entry with this formula, charge and spin: 1.3235 eV
- LUMO: 0.738 eV
- SMILES string: C=C(O)[C@@H](C)O

```
! RIJCOSX wB97M-V def2-TZVPD def2/J DEFGRID3
* xyz 0 1
C 1.70 0.36 0.25
C 0.70 -0.51 0.05
O 0.90 -1.82 -0.29
C -0.78 -0.25 0.22
C -1.18 1.20 0.01
O -1.54 -1.02 -0.68
H 2.74 0.04 0.20
H 1.51 1.39 0.50
H 1.84 -1.95 -0.50
H -1.03 -0.53 1.26
H -0.68 1.87 0.71
H -2.26 1.30 0.15
H -0.93 1.50 -1.01
H -1.12 -1.89 -0.73
*
```

Atom charges from the Mulliken analysis, given in e for atoms 1 to 6: C -1.124; C 0.713; O -0.542; C 0.575; C -1.387; O -0.547

---

Record 2
# C24H72O24

A 12-piece molecular cluster, C24H72O24 overall (wB97M-V/def2-TZVPD, the OMol25 dataset).

- Frontier orbital gap: 0.3368 Eh
- ΔE to the lowest compared entry with this formula, charge and spin: 1.7628 eV
- LUMO: -0.181 eV
- SMILES string: OCCO.OCCO.OCCO.OCCO.OCCO.OCCO.OCCO.OCCO.OCCO.OCCO.OCCO.OCCO

```
! RIJCOSX wB97M-V def2-TZVPD def2/J DEFGRID3
* xyz 0 1
O -1.39 -7.18 -0.38
C -1.48 -5.81 -0.75
C -0.25 -5.00 -0.37
O -0.24 -4.68 1.02
H -1.38 -7.27 0.58
H -1.70 -5.82 -1.82
H -2.38 -5.35 -0.31
H -0.23 -4.08 -0.96
H 0.65 -5.55 -0.68
H -0.76 -5.34 1.50
O 0.17 2.20 1.22
C 0.45 0.85 0.87
C 0.33 0.70 -0.65
O 0.66 -0.63 -1.03
H 0.30 2.25 2.18
H 1.52 0.62 1.01
H -0.09 0.09 1.42
H 0.99 1.36 -1.21
H -0.66 0.91 -1.06
H 0.03 -1.22 -0.57
O 1.92 -4.13 2.62
C 1.74 -2.76 2.88
C 0.49 -2.48 3.68
O 0.56 -3.13 4.95
H 1.28 -4.33 1.91
H 2.57 -2.37 3.46
H 1.61 -2.19 1.95
H -0.49 -2.66 3.21
H 0.43 -1.39 3.86
H -0.30 -3.07 5.37
O -2.72 1.26 5.00
C -1.37 1.69 5.05
C -1.17 2.97 5.87
O -1.03 2.73 7.27
H -3.34 1.98 4.92
H -0.78 0.84 5.39
H -1.08 1.90 4.00
H -1.90 3.73 5.60
H -0.25 3.41 5.45
H -0.31 2.10 7.30
O 3.81 -2.79 -5.18
C 2.39 -2.85 -5.33
C 1.70 -2.48 -4.01
O 2.02 -1.14 -3.66
H 4.08 -3.20 -4.36
H 2.12 -2.15 -6.11
H 2.12 -3.85 -5.67
H 2.00 -3.22 -3.26
H 0.62 -2.57 -4.17
H 1.79 -1.10 -2.72
O 1.88 1.73 3.89
C 3.12 1.07 3.72
C 3.28 -0.02 4.76
O 3.56 0.59 6.03
H 2.01 2.35 4.62
H 3.16 0.64 2.72
H 3.98 1.74 3.84
H 4.06 -0.74 4.49
H 2.35 -0.58 4.86
H 4.25 0.06 6.45
O -1.16 -2.01 0.56
C -2.51 -1.61 0.40
C -3.31 -1.96 1.65
O -3.43 -3.36 1.76
H -1.15 -2.96 0.74
H -2.57 -0.53 0.22
H -2.91 -2.06 -0.51
H -4.27 -1.44 1.65
H -2.78 -1.52 2.50
H -3.98 -3.56 2.52
O 1.74 3.86 -0.52
C 1.39 5.17 -0.07
C -0.02 5.54 -0.46
O -0.15 5.88 -1.83
H 1.10 3.25 -0.10
H 1.40 5.14 1.03
H 2.12 5.88 -0.44
H -0.45 6.38 0.11
H -0.74 4.76 -0.17
H -0.61 5.19 -2.31
O -1.43 5.07 3.63
C -2.10 4.44 2.57
C -3.06 5.38 1.85
O -4.08 5.77 2.80
H -0.91 5.81 3.31
H -1.44 3.98 1.83
H -2.71 3.60 2.91
H -3.60 4.86 1.06
H -2.56 6.29 1.51
H -4.93 5.79 2.37
O 0.63 0.70 -5.38
C -0.52 0.00 -5.77
C -1.66 0.23 -4.80
O -1.47 -0.36 -3.52
H 1.12 0.19 -4.71
H -0.78 0.27 -6.79
H -0.33 -1.08 -5.84
H -2.64 -0.01 -5.24
H -1.68 1.32 -4.67
H -2.11 0.02 -2.91
O -3.85 -3.72 -5.57
C -3.32 -3.29 -4.32
C -1.83 -3.58 -4.13
O -1.40 -3.15 -2.86
H -3.71 -4.68 -5.60
H -3.46 -2.21 -4.22
H -3.89 -3.83 -3.56
H -1.26 -3.12 -4.94
H -1.69 -4.67 -4.14
H -1.22 -2.19 -2.92
O 3.64 4.33 -2.53
C 4.40 3.15 -2.54
C 3.68 2.08 -3.35
O 4.42 0.87 -3.16
H 2.88 4.25 -1.93
H 5.38 3.32 -2.99
H 4.57 2.83 -1.50
H 3.64 2.42 -4.39
H 2.63 1.97 -3.04
H 4.25 0.30 -3.92
*
```

Atom charges from the Mulliken analysis, given in e for atoms 1 to 6: O -0.558; C -0.433; C 0.549; O -0.506; H 0.351; H 0.099

---

Record 3
# C15H20FN2O3S2

A 2-piece molecular cluster, C15H20FN2O3S2 overall (wB97M-V/def2-TZVPD, the OMol25 dataset).

- Frontier orbital gap: 0.0621 Eh
- ΔE to the lowest compared entry with this formula, charge and spin: 0.0000 eV
- LUMO: -0.675 eV

```
! RIJCOSX wB97M-V def2-TZVPD def2/J DEFGRID3
* xyz -1 1
O 1.51 -2.81 1.49
C 0.99 -2.51 0.45
C -0.42 -3.01 0.17
C -1.41 -1.87 -0.31
S -3.10 -2.36 0.07
C -3.86 -1.18 1.22
C -3.08 0.12 1.50
C -2.03 -0.14 2.59
F -1.29 1.01 2.87
N -4.27 -2.20 -1.65
C -4.02 -1.23 -2.29
S -3.39 -0.22 -3.42
N 1.72 -1.75 -0.53
C 1.32 -0.37 -0.41
C 1.53 0.43 0.70
C 1.07 1.74 0.75
C 0.39 2.29 -0.33
C 0.20 1.50 -1.47
C 0.65 0.20 -1.51
H -0.44 -3.79 -0.60
H -0.86 -3.45 1.07
H -1.25 -1.78 -1.39
H -1.09 -0.95 0.17
H -4.02 -1.69 2.18
H -4.86 -0.90 0.85
H -2.56 0.44 0.59
H -3.77 0.88 1.88
H -1.35 -0.95 2.28
H -2.48 -0.44 3.54
H 2.70 -1.87 -0.28
H 2.07 0.02 1.55
H 1.23 2.32 1.65
H 0.01 3.31 -0.29
H -0.30 1.95 -2.32
H 0.49 -0.39 -2.41
O 4.14 2.63 0.68
C 4.79 2.44 -0.36
C 3.69 2.47 -1.74
O 4.36 2.26 -2.77
H 5.33 1.48 -0.46
H 5.57 3.18 -0.62
H 3.18 3.44 -1.63
H 2.92 1.73 -1.45
*
```

Atom charges from the Mulliken analysis, given in e for atoms 1 to 6: O -0.628; C 0.263; C -0.604; C 0.284; S -0.120; C -0.618

---

Record 4
# C24H78N6O12

A 12-piece molecular cluster, C24H78N6O12 overall (wB97M-V/def2-TZVPD, the OMol25 dataset).

- Frontier orbital gap: 0.3338 Eh
- ΔE to the lowest compared entry with this formula, charge and spin: 1.1129 eV
- LUMO: 0.379 eV
- SMILES string: COC[C@H](C)N.COC[C@H](C)N.COC[C@H](C)N.COC[C@H](C)N.COC[C@H](C)N.COC[C@H](C)N.O.O.O.O.O.O

```
! RIJCOSX wB97M-V def2-TZVPD def2/J DEFGRID3
* xyz 0 1
C 19.66 14.24 8.68
O 18.46 14.58 9.36
C 17.55 13.51 9.14
C 16.10 14.05 9.09
C 15.20 12.87 8.81
N 15.96 15.15 8.12
H 20.40 15.02 9.01
H 19.52 14.29 7.62
H 20.04 13.21 8.83
H 17.79 13.01 8.19
H 17.61 12.85 9.95
H 15.83 14.36 10.09
H 14.17 13.11 9.03
H 15.49 12.20 9.57
H 15.32 12.34 7.84
H 16.66 15.88 8.34
H 14.98 15.56 8.15
C 9.80 19.40 13.93
O 8.78 19.09 13.04
C 8.05 20.20 12.61
C 6.82 19.76 11.83
C 5.95 20.96 11.43
N 6.03 18.92 12.74
H 9.48 19.74 14.94
H 10.50 20.06 13.49
H 10.30 18.43 14.13
H 7.78 20.84 13.51
H 8.66 20.84 11.92
H 7.24 19.24 10.95
H 5.24 20.70 10.63
H 6.59 21.71 10.94
H 5.50 21.29 12.40
H 6.66 18.16 13.13
H 5.25 18.54 12.20
C 19.83 13.64 14.70
O 18.93 12.57 14.50
C 18.92 12.08 13.20
C 17.84 11.08 13.00
C 17.76 10.12 14.20
N 18.08 10.41 11.76
H 20.80 13.52 14.24
H 19.92 13.77 15.76
H 19.29 14.53 14.25
H 18.79 12.96 12.54
H 19.89 11.66 12.90
H 16.86 11.61 12.98
H 18.74 9.67 14.57
H 17.17 9.31 13.78
H 17.27 10.57 15.05
H 17.63 9.47 11.77
H 19.08 10.27 11.52
C 16.47 22.39 16.99
O 17.64 21.68 16.71
C 17.46 20.79 15.56
C 18.76 19.92 15.59
C 20.07 20.68 15.99
N 18.86 19.30 14.26
H 16.15 23.09 16.16
H 16.56 22.87 17.95
H 15.66 21.66 17.07
H 16.66 20.13 15.68
H 17.29 21.34 14.63
H 18.61 19.08 16.27
H 20.93 20.11 15.53
H 20.17 20.76 17.06
H 20.09 21.62 15.49
H 18.88 20.02 13.54
H 19.69 18.74 14.12
C 11.52 13.60 13.81
O 11.46 14.20 12.53
C 10.45 15.16 12.44
C 10.60 15.74 10.97
C 11.89 16.56 10.65
N 9.31 16.31 10.57
H 10.59 13.07 14.15
H 11.92 14.30 14.56
H 12.27 12.79 13.72
H 9.51 14.67 12.45
H 10.49 15.94 13.21
H 10.72 14.86 10.31
H 11.85 17.48 11.11
H 11.99 16.60 9.57
H 12.82 16.10 10.97
H 9.39 16.71 9.58
H 9.03 17.11 11.15
C 15.58 14.60 12.79
O 16.58 15.45 13.15
C 17.39 16.02 12.16
C 16.79 17.24 11.39
C 17.82 17.94 10.53
N 16.15 18.19 12.25
H 15.85 13.61 12.38
H 14.72 15.00 12.15
H 15.09 14.34 13.73
H 18.25 16.39 12.68
H 17.87 15.38 11.41
H 15.95 16.96 10.75
H 18.47 18.53 11.21
H 17.31 18.54 9.72
H 18.53 17.21 10.12
H 15.18 17.98 12.56
H 16.75 18.61 12.94
O 16.47 15.63 5.43
H 16.44 15.20 6.30
H 16.17 15.04 4.73
O 15.35 20.77 11.11
H 15.64 19.83 11.21
H 14.40 20.83 11.31
O 17.97 21.16 12.16
H 17.11 21.12 11.76
H 18.39 21.81 11.59
O 13.44 18.27 16.09
H 13.36 18.78 16.89
H 14.33 17.86 16.13
O 16.36 16.93 15.73
H 16.71 17.82 15.59
H 16.40 16.41 14.86
O 13.34 17.81 13.39
H 12.82 17.02 13.11
H 13.18 17.96 14.34
*
```

Atom charges from the Mulliken analysis, given in e for atoms 1 to 6: C -0.990; O -0.088; C -1.327; C 1.826; C -1.719; N -0.624